[1]
ORCA calculation (ωB97M-V with the def2-TZVPD basis set) on a structure of composition C34H98N4O22 at a distorted geometry.

Geometry as XYZ:
```
158
Properties=species:S:1:pos:R:3:forces:R:3
C 6.26102 -5.93160 10.04956 -0.2 -0.9 -0.7
C 5.98440 -6.94376 11.15233 0.0 0.6 0.6
C 4.60996 -7.61344 11.05800 0.2 1.1 0.5
O 4.46153 -8.46273 12.17787 0.3 -0.2 0.1
C 3.33246 -9.30288 12.11652 -0.1 0.4 -0.2
N 7.07303 -7.92496 11.14971 -0.6 -0.3 -0.1
H 7.16548 -5.36853 10.27689 0.0 0.1 -0.1
H 5.44535 -5.26522 9.77018 0.0 0.1 0.4
H 6.43995 -6.54617 9.15953 0.2 0.3 -0.2
H 6.02277 -6.39579 12.10705 -0.4 -0.1 0.1
H 4.42762 -8.11591 10.10375 0.1 -0.1 0.0
H 3.87980 -6.80629 11.20951 -0.2 0.0 -0.5
H 2.97523 -9.49006 13.12940 0.1 -0.1 0.2
H 3.60347 -10.22942 11.60336 -0.3 -0.1 0.0
H 2.50534 -8.80940 11.59409 0.0 -0.2 -0.1
H 7.94648 -7.43038 11.31435 0.0 -0.2 0.0
H 6.90831 -8.56344 11.92701 0.2 0.2 0.1
C 0.56331 -2.55660 8.23813 -0.2 -0.2 -0.2
C 0.99442 -3.94381 8.71347 0.3 -1.1 -1.1
C 2.41759 -4.05871 9.24098 0.2 1.7 0.2
O 2.62607 -2.94976 10.12967 -0.5 -0.3 0.9
C 3.50066 -3.19522 11.21842 0.2 0.5 -0.7
N 0.00873 -4.68217 9.50903 -0.3 0.6 0.6
H -0.31695 -2.77346 7.62679 -0.2 0.4 0.1
H 1.28320 -2.11058 7.54897 0.2 0.0 0.2
H 0.31995 -1.83457 9.01510 0.0 -0.1 0.1
H 1.04286 -4.48787 7.76224 0.0 -0.3 0.1
H 3.10450 -3.88100 8.40676 0.0 -0.4 -0.1
H 2.69850 -4.99073 9.73379 -0.5 -0.2 -0.1
H 3.30445 -4.13446 11.74203 0.0 -0.2 -0.2
H 3.38170 -2.39599 11.94826 -0.1 0.1 -0.1
H 4.51509 -3.14360 10.80724 0.3 -0.3 0.5
H -0.90601 -4.59893 9.07036 0.2 -0.2 -0.3
H -0.15797 -4.19398 10.38936 0.4 -0.1 0.1
C -0.75739 -8.87327 14.44184 -0.3 -0.1 -0.4
C -0.73843 -10.22188 15.15576 0.4 0.6 0.3
C 0.46605 -11.06689 14.74545 -0.6 0.1 0.1
O 0.31553 -11.53067 13.42048 0.5 -0.1 0.1
C 1.44294 -12.30812 13.06463 -0.2 0.4 -0.5
N -0.68372 -10.07473 16.61569 -0.3 0.6 0.5
H -1.68419 -8.33726 14.66161 0.1 0.0 0.2
H -0.76873 -8.99253 13.35527 0.3 0.0 0.0
H 0.08465 -8.25607 14.76227 0.1 0.0 -0.1
H -1.69505 -10.70370 14.95029 0.2 -0.5 -0.2
H 0.58355 -11.89757 15.45027 -0.1 -0.1 -0.1
H 1.37864 -10.45960 14.84494 0.1 0.1 -0.1
H 1.60979 -13.10248 13.79228 0.0 -0.2 -0.1
H 2.34559 -11.69111 12.98871 0.1 0.1 0.3
H 1.28668 -12.68926 12.05636 -0.2 -0.3 0.1
H 0.11701 -9.52894 16.93436 0.3 -0.3 -0.4
H -1.43549 -9.44266 16.88958 -0.2 -0.4 0.0
C 3.92716 -13.03751 15.61614 -0.2 0.1 0.0
C 4.90967 -11.95580 16.09552 -1.6 0.3 1.2
C 4.80177 -10.67135 15.23213 -6.5 -1.4 8.7
O 5.80545 -9.79245 15.69746 -0.5 1.4 2.4
C 5.95125 -8.64288 14.87902 1.5 3.2 2.0
N 4.76326 -11.65385 17.51943 1.1 0.4 0.3
H 2.87740 -12.80130 15.80043 0.1 0.2 0.1
H 4.14032 -13.99025 16.09942 0.0 0.1 0.1
H 4.02332 -13.19707 14.53817 0.0 0.0 -0.1
H 5.88775 -12.39030 15.87087 -0.3 0.0 2.1
H 3.82734 -10.25591 15.53435 -0.3 0.3 0.1
H 4.83893 -10.87947 14.16087 -6.7 -5.8 8.1
H 5.03299 -8.07193 14.74269 -0.2 -0.2 0.0
H 6.35730 -8.93140 13.90733 0.3 2.6 0.9
H 6.71581 -8.01635 15.34052 -0.3 0.3 0.6
H 4.18055 -10.82421 17.64067 -0.4 -0.4 -0.2
H 5.66714 -11.21693 17.72436 -0.1 -0.4 0.4
C 6.77075 -12.28090 12.80531 0.2 0.1 1.4
C 6.43308 -11.55068 14.10960 0.7 -1.5 -4.1
O 5.82428 -10.28688 13.78796 9.9 -2.5 -14.0
O 7.72269 -11.57477 12.04038 -0.4 0.2 -0.3
H 5.84776 -12.43871 12.23613 0.0 0.1 0.0
H 7.11465 -13.26985 13.12495 0.5 0.1 -0.5
H 7.25207 -11.38474 14.80200 0.1 0.2 -0.3
H 5.63944 -12.13695 14.59077 1.8 -0.1 -2.2
H 4.91336 -10.42057 13.51663 0.7 3.2 -6.3
H 7.22748 -10.77705 11.77192 0.4 -0.3 -0.3
C -0.69682 -8.26329 8.83057 -1.3 -0.9 0.4
C 0.72575 -8.55831 9.20223 0.7 1.4 -0.6
O 1.44205 -8.71759 7.97080 0.0 -0.5 0.4
O -1.44527 -9.42860 8.44731 0.2 -0.1 -0.1
H -0.79636 -7.51929 8.04000 0.5 0.2 0.0
H -1.27580 -7.91442 9.68727 0.3 0.3 0.1
H 0.87758 -9.37896 9.90657 -0.4 -0.3 -0.2
H 1.12218 -7.65724 9.69222 -0.1 0.0 0.2
H 2.30526 -9.10251 8.18030 -0.1 -0.2 -0.1
H -1.03796 -9.82442 7.66949 0.1 0.1 0.0
C 3.02224 -11.85537 9.24599 0.1 0.6 -0.8
C 3.53006 -12.76766 8.13770 -0.3 -1.0 1.4
O 4.94358 -12.94344 8.26099 -0.1 0.3 -0.4
O 3.48494 -10.52377 8.96852 -0.2 -0.4 0.3
H 3.34202 -12.10123 10.26329 0.1 -0.6 -0.1
H 1.93190 -11.90740 9.22388 -0.1 0.5 0.0
H 3.20010 -12.37829 7.17814 0.6 0.2 -0.2
H 3.07697 -13.75973 8.23749 -0.2 0.1 0.0
H 5.09496 -13.78578 8.69369 0.1 0.0 0.0
H 4.45741 -10.56832 9.02405 0.1 0.4 -0.1
C 3.18619 -6.27947 15.74043 0.5 0.1 1.1
C 3.00146 -5.34009 14.59748 -0.1 0.5 -1.2
O 3.49218 -4.01869 14.86376 0.1 -0.4 0.3
O 2.47960 -5.83274 16.89570 -0.2 -0.4 -0.1
H 4.24347 -6.37261 16.03507 0.1 0.2 -0.4
H 2.90853 -7.30928 15.50829 -0.5 0.2 -0.1
H 1.95536 -5.19914 14.32137 -0.1 -0.1 0.4
H 3.45476 -5.73082 13.67612 0.3 -0.1 0.2
H 4.31530 -4.11263 15.35988 0.0 0.1 -0.2
H 2.84864 -4.97932 17.14315 -0.1 0.0 0.0
C 7.85647 -11.08743 7.57057 -1.0 0.1 0.4
C 7.42796 -9.79533 8.24723 0.7 1.5 0.3
O 6.38800 -9.87714 9.21282 -0.7 -0.7 0.2
O 6.84224 -11.61746 6.72317 0.2 0.3 0.5
H 8.05182 -11.84662 8.33692 0.5 0.2 0.1
H 8.74434 -10.86849 6.98072 0.1 -0.1 0.0
H 7.13076 -9.03295 7.51557 0.0 -0.4 -0.4
H 8.30876 -9.35550 8.74559 0.0 -0.3 0.0
H 6.40628 -9.08138 9.80288 0.7 -0.5 -0.5
H 6.21257 -11.94939 7.38481 -0.3 -0.2 -0.7
C 7.38328 -2.21763 11.92656 0.5 0.6 -0.2
C 8.79539 -2.77587 11.84965 -0.4 -0.6 -0.3
O 9.74401 -1.76131 11.58671 0.0 0.2 0.3
O 7.00423 -1.61950 10.68180 -0.2 -0.4 0.3
H 7.30883 -1.42240 12.67075 0.1 -0.3 0.4
H 6.69257 -3.02001 12.18269 -0.2 0.0 -0.2
H 8.84021 -3.54628 11.07436 -0.2 0.1 -0.2
H 9.00817 -3.33642 12.76456 0.2 0.4 0.3
H 10.20101 -1.94033 10.76279 -0.1 0.0 0.0
H 7.43038 -0.75718 10.65441 0.0 0.0 -0.2
C 10.12311 -10.15096 14.01955 0.9 0.7 0.7
C 9.15877 -9.24538 14.74865 -0.7 0.3 -0.3
O 9.48261 -7.86583 14.62385 0.2 0.0 -0.3
O 10.01768 -9.97586 12.62383 -0.4 -0.1 -0.1
H 10.05034 -11.19463 14.33721 -0.3 -0.1 -0.1
H 11.12280 -9.80588 14.29978 0.1 -0.2 -0.1
H 9.07244 -9.42808 15.81921 0.3 -0.2 0.1
H 8.15831 -9.43225 14.33036 0.2 0.1 0.1
H 9.59237 -7.62310 13.67958 -0.2 -0.3 0.4
H 9.15544 -10.36681 12.39904 0.4 -0.2 -0.2
C 5.60614 -0.54786 7.46044 0.3 -1.3 0.6
C 5.08899 -1.94540 7.78372 -0.2 -0.2 1.0
O 6.09346 -2.81869 8.29269 0.6 -0.3 -0.3
O 6.42920 -0.61291 6.30824 -0.1 0.6 0.1
H 6.16790 -0.25287 8.35632 0.2 0.3 -0.1
H 4.78241 0.15711 7.37866 0.1 0.1 -0.7
H 4.75776 -2.47599 6.89148 -0.4 0.4 -0.1
H 4.31283 -1.88517 8.55667 -0.3 0.1 -0.4
H 6.31039 -2.64266 9.22044 -0.1 0.5 -0.3
H 7.11880 -1.25605 6.50767 -0.1 0.0 0.0
C 11.57403 -6.02902 10.62433 0.6 -0.2 0.4
C 10.83356 -5.99132 11.94102 -0.2 0.6 0.3
O 9.74502 -6.92070 11.89655 1.0 -0.2 -0.3
O 11.98328 -7.37529 10.39573 -0.5 -0.3 -0.5
H 12.46439 -5.39600 10.65076 -0.2 0.3 0.0
H 10.91123 -5.72432 9.81333 0.1 -0.1 -0.1
H 10.43039 -4.99631 12.14675 -0.1 -0.1 -0.2
H 11.50863 -6.21344 12.77572 0.0 -0.2 -0.1
H 10.17427 -7.69134 11.46312 -0.5 -0.1 0.4
H 12.89137 -7.52996 10.65929 0.1 0.2 0.1
```
Forces are in eV/Å.

Output
- HOMO: -8.651 eV
- E_LUMO: 0.1677 eV
- Orbital gap: 8.82 eV
- Energy relative to the best compared isomer or geometry (same formula, charge and spin): 12.308 eV

[2]
ORCA calculation (ωB97M-V with the def2-TZVPD basis set) on a cluster of 15 separate species, C35H103Cl4O40P7 in total at a distorted geometry.

Geometry as XYZ:
```
189
Properties=species:S:1:pos:R:3:forces:R:3
C -0.78629 -3.33212 -3.44731 -0.2 0.6 -0.5
O -0.67768 -4.67685 -3.97234 0.1 -0.5 -1.5
P -0.27469 -4.94214 -5.53007 0.3 -0.5 0.6
O 1.00338 -4.40844 -6.01447 -0.4 -0.3 0.4
O -0.37185 -6.56145 -5.67507 1.2 2.7 0.2
C -1.58715 -7.20211 -5.45744 0.0 -1.9 -0.1
O -1.51672 -4.41095 -6.36781 -0.2 -0.1 1.8
C -1.53474 -4.47643 -7.76583 0.1 0.7 -0.8
H -1.77101 -3.15027 -3.01679 -0.1 -0.5 0.1
H -0.71324 -2.60609 -4.25703 0.3 0.1 0.1
H -0.03394 -3.15128 -2.67960 0.1 -0.2 -0.2
H -1.26224 -8.18783 -5.12445 -0.4 -0.1 0.8
H -2.03206 -7.48622 -6.41108 -0.6 0.8 -0.1
H -2.24259 -6.71008 -4.73882 0.0 -0.1 -0.2
H -2.32464 -5.16611 -8.06327 0.2 0.0 -0.2
H -0.56221 -4.71675 -8.19541 0.0 -0.4 0.1
H -1.74630 -3.46015 -8.09829 -0.3 -0.1 -0.3
C -1.56036 0.38640 5.03073 -0.4 1.0 -0.4
O -0.52287 0.30179 6.05217 -0.8 -0.7 0.2
P -0.65228 -0.88346 7.12143 2.0 0.4 -1.5
O -1.78923 -0.83971 8.03234 0.4 -0.3 0.3
O 0.84473 -0.86778 7.84310 -2.3 0.4 -0.7
C 2.03289 -0.94871 7.07311 0.8 -1.4 -0.7
O -0.59860 -2.10860 6.04664 -0.7 1.5 1.3
C -0.68429 -3.41899 6.51610 1.1 -2.0 -0.2
H -1.09959 0.44224 4.04449 0.2 -0.2 0.2
H -2.14821 1.29620 5.15233 0.5 0.3 0.3
H -2.36803 -0.34451 4.99155 0.6 -0.7 0.5
H 2.50924 -1.90022 7.30936 0.1 -0.1 0.4
H 2.78318 -0.18139 7.26387 -0.6 0.4 0.3
H 1.90745 -1.06621 5.99675 -0.6 0.6 -0.1
H -0.48536 -3.58974 7.57411 0.0 0.6 0.2
H 0.12479 -3.90654 5.97223 0.0 -0.5 0.1
H -1.58227 -3.99439 6.29102 -0.4 0.7 -0.3
C -0.34280 3.66880 -6.60889 0.1 0.0 0.0
O 0.97891 3.22743 -6.32186 2.8 0.8 1.9
P 1.92476 3.85152 -5.11346 0.4 -1.1 0.9
O 3.36996 3.38658 -4.91445 -3.5 1.1 -1.2
O 1.01346 3.41610 -3.83269 -0.3 0.8 -2.0
C 1.55023 3.34685 -2.55600 1.4 -0.7 1.5
O 1.68862 5.45465 -5.20598 1.1 -0.6 -0.3
C 2.61879 6.37718 -4.54137 -1.0 0.1 0.8
H -0.75766 2.87245 -7.22681 -0.1 0.2 0.0
H -0.26687 4.60501 -7.16193 -0.3 0.0 0.1
H -0.93351 3.75868 -5.69726 0.0 0.2 -0.1
H 1.43359 2.32054 -2.20790 0.0 0.0 0.0
H 1.13370 3.98379 -1.77567 -0.7 0.3 -0.5
H 2.61404 3.58408 -2.56765 0.2 -0.1 0.0
H 2.06693 6.80881 -3.70636 -0.1 -0.3 0.3
H 2.82730 7.26845 -5.13320 0.2 -0.6 -0.7
H 3.50334 5.88730 -4.13432 0.0 -0.1 -0.5
C -8.97822 -2.81398 -1.17546 -1.0 0.9 -0.4
O -7.80518 -3.33471 -0.66599 2.6 -0.8 0.7
P -6.52996 -2.44822 -0.17638 1.3 -1.5 -0.4
O -6.03551 -1.37977 -1.05339 -1.1 0.0 0.6
O -6.91606 -2.07333 1.32302 0.4 1.0 -2.0
C -7.36201 -3.04804 2.21887 0.2 -0.7 1.2
O -5.33141 -3.54667 0.03626 -1.6 0.2 0.8
C -4.86718 -4.45088 -0.97568 -0.6 0.3 -0.7
H -9.05059 -1.78968 -0.80986 -0.6 0.1 -0.4
H -9.83141 -3.41284 -0.85681 0.1 0.0 0.4
H -9.00345 -2.86198 -2.26411 0.3 0.3 -0.1
H -8.44406 -3.06025 2.34970 0.0 0.2 -0.2
H -6.87896 -2.74700 3.14846 -0.2 -0.5 0.3
H -7.02709 -4.04552 1.93435 0.1 0.0 0.1
H -3.89994 -4.08716 -1.32248 -0.1 -0.1 -0.1
H -5.60982 -4.47286 -1.77323 0.3 0.2 -0.4
H -4.77975 -5.49254 -0.66682 0.1 0.3 0.8
C 7.25342 -1.55503 -3.46823 -0.1 -1.2 -1.8
O 7.32242 -0.26041 -2.88887 -0.4 -0.3 1.0
P 6.43190 -0.08001 -1.56390 0.0 0.3 2.1
O 6.74535 -0.99353 -0.40918 -0.9 1.3 -2.4
O 6.71402 1.47017 -1.18081 -0.5 -1.4 -1.0
C 7.98858 1.90855 -0.76896 0.2 1.7 1.1
O 4.86841 0.02102 -2.03016 1.6 -0.8 0.7
C 4.56605 0.72944 -3.22251 0.0 1.0 -1.1
H 8.12857 -1.81221 -4.06495 0.5 0.7 0.3
H 6.47919 -1.55900 -4.23547 -0.4 0.0 0.3
H 7.11715 -2.43004 -2.83270 -0.3 0.6 0.7
H 7.78211 2.67683 -0.02384 -0.1 -0.1 0.3
H 8.49727 2.51166 -1.52102 0.1 -0.7 -0.6
H 8.62926 1.20320 -0.23970 -0.2 -0.5 -0.5
H 5.33870 1.46634 -3.44178 -0.1 0.1 0.0
H 3.61644 1.26235 -3.17403 0.0 0.0 0.6
H 4.45155 0.11975 -4.11876 0.3 -0.6 0.3
C 8.31393 1.20105 4.47620 0.2 0.5 -0.9
O 7.96653 2.57963 4.78447 -0.9 0.9 -0.9
P 7.32746 3.55904 3.62480 -0.2 -0.3 0.5
O 6.94367 4.94965 3.99857 0.8 -2.0 0.0
O 8.38390 3.49977 2.40286 -2.2 -0.7 0.8
C 9.59958 4.15952 2.47459 1.2 0.3 -0.3
O 6.15619 2.61999 3.07983 0.9 0.4 -0.1
C 5.58129 2.88495 1.78999 -1.0 0.4 0.1
H 7.92972 0.88612 3.50600 -0.3 0.2 0.0
H 7.93401 0.48988 5.20969 0.1 0.5 0.3
H 9.39874 1.17008 4.37456 0.0 -0.2 0.4
H 10.34714 3.38801 2.65906 0.4 0.3 -0.1
H 9.68400 4.92874 3.24223 -0.3 0.0 0.1
H 9.71942 4.62860 1.49802 0.5 0.0 0.1
H 5.89471 3.83874 1.36555 0.4 -0.1 0.0
H 4.51192 3.01379 1.95712 -0.1 -0.2 0.0
H 5.72577 2.05890 1.09366 0.3 0.0 0.2
C 2.54885 1.07152 0.11436 0.9 -0.1 0.4
O 1.46692 0.23182 0.38903 -3.4 -1.5 0.1
P 0.05900 0.30225 -0.37578 -1.3 -0.1 0.4
O 0.17151 -0.01804 -1.82832 0.0 0.5 1.3
O -1.00586 -0.69771 0.42589 3.3 2.6 -0.4
C -2.14958 -1.20793 -0.23229 0.1 -1.4 -0.1
O -0.50831 1.80607 -0.06788 0.3 -1.4 -0.4
C -1.12280 1.97709 1.24512 0.5 -0.3 -0.1
H 3.35146 0.52069 0.60478 0.4 0.4 -0.2
H 2.39853 2.01806 0.63356 0.1 0.3 -0.4
H 2.73441 1.12044 -0.95861 0.1 0.3 0.1
H -1.94976 -2.27802 -0.17672 -0.5 -0.3 -0.3
H -2.22112 -0.93020 -1.28389 -0.2 0.3 0.2
H -3.03982 -0.99429 0.35927 0.0 0.3 -0.2
H -0.44333 1.52024 1.96465 -0.2 0.1 0.3
H -2.07135 1.44074 1.27090 0.0 0.3 0.1
H -1.20592 3.04616 1.44074 0.0 -0.2 -0.2
C 3.16881 -2.90478 -2.32233 -1.3 -0.2 0.4
C 2.60158 -2.86815 -0.86591 1.0 1.0 -1.4
O 2.20836 -4.14027 -0.43593 0.1 -0.6 -0.1
O 4.42091 -3.54096 -2.33269 0.7 0.2 0.0
H 3.23345 -1.92068 -2.78653 0.3 0.1 0.4
H 2.51060 -3.47379 -2.97891 -0.5 -0.1 0.0
H 1.75313 -2.19306 -0.75411 0.1 0.0 -0.1
H 3.45580 -2.56351 -0.26125 -0.1 0.5 0.2
H 2.96000 -4.71407 -0.60142 0.0 -0.5 0.3
H 4.27791 -4.46357 -2.10921 0.2 -0.2 -0.2
C -1.88899 2.27548 -3.20176 -1.5 -0.6 -0.4
C -1.46123 1.18215 -4.13243 2.0 -0.2 -0.7
O -1.70128 -0.15728 -3.74400 -1.3 0.1 0.1
O -3.31254 2.29983 -3.34310 -0.8 1.0 0.8
H -1.60204 3.27993 -3.51295 0.4 -0.2 -0.3
H -1.52772 2.14263 -2.18199 -0.2 -0.2 0.1
H -0.38177 1.24868 -4.26820 0.2 0.3 -0.4
H -1.98372 1.30681 -5.08088 0.1 0.2 -0.1
H -1.15824 -0.29682 -2.96474 0.5 -0.1 0.3
H -3.72156 1.43927 -3.22590 0.4 -0.3 0.2
C -0.35454 -6.09210 -0.55265 -1.0 0.4 0.2
C -1.73959 -6.54324 -1.16202 0.5 0.5 1.6
O -2.75705 -6.76271 -0.10098 0.9 0.6 -1.4
O -0.27303 -4.74948 -0.11659 -2.0 0.3 -0.2
H 0.45968 -6.23387 -1.26332 0.0 -0.7 -0.1
H -0.25978 -6.64451 0.38222 0.5 -0.9 -0.2
H -1.57911 -7.45316 -1.74029 0.0 -0.2 0.1
H -2.12988 -5.78729 -1.84341 -0.1 0.1 0.2
H -2.42584 -7.41511 0.52053 0.2 -0.1 0.0
H 0.61735 -4.42390 -0.26765 0.5 -0.1 0.0
C -2.57741 4.93769 -0.38348 0.1 1.8 -0.8
C -1.22586 5.77362 -0.25185 -1.5 -2.4 0.6
O -0.68529 5.46488 1.00988 1.0 0.0 0.0
O -3.61635 5.48923 0.44451 -0.1 0.2 0.4
H -2.56908 3.87894 -0.12449 1.1 0.0 -0.2
H -2.87680 5.03004 -1.42748 -0.2 -0.2 -0.2
H -1.26481 6.85197 -0.40594 -0.7 0.0 -0.1
H -0.58949 5.35715 -1.03268 0.4 0.0 0.1
H -1.35648 5.57302 1.68768 -0.4 0.2 0.3
H -4.42198 5.53280 -0.07573 -0.1 0.1 -0.1
C -4.54438 4.04319 3.71058 0.7 0.0 2.0
C -3.09849 4.38240 4.05786 -0.1 0.5 0.7
O -2.56984 5.50260 3.39689 0.4 0.5 -1.6
O -4.60619 3.43886 2.46693 -0.4 -0.1 -0.7
H -5.25206 4.86662 3.80671 0.1 0.3 0.0
H -4.81397 3.29476 4.45574 -0.3 -0.1 0.1
H -2.52815 3.49539 3.78213 0.3 0.1 0.2
H -2.90604 4.71334 5.07842 -0.6 -1.3 0.7
H -3.04086 6.26004 3.75191 0.1 0.3 -0.2
H -4.38942 4.16053 1.87212 0.3 0.1 -1.1
C -6.36149 0.47100 3.63123 2.1 -1.2 -0.6
C -5.00061 -0.06431 3.05120 -0.8 -0.8 -0.2
O -3.88190 0.80110 3.16043 -0.5 0.1 0.8
O -6.77556 1.53842 2.84015 -0.8 0.5 0.3
H -6.19889 0.67767 4.68903 -0.1 0.5 0.2
H -7.10400 -0.32540 3.58095 0.0 0.0 -0.2
H -5.13403 -0.21957 1.98059 -0.4 -0.3 -0.1
H -4.74100 -1.02203 3.50229 0.1 0.0 0.1
H -4.26046 1.64589 2.90625 0.7 0.6 -0.4
H -6.08940 2.20935 2.86525 0.0 0.4 -0.3
C 0.68507 4.36007 5.36566 0.1 0.3 0.1
Cl 0.50536 3.01157 4.16656 0.2 1.1 0.8
Cl -0.33186 4.15794 6.81002 0.0 -0.2 -0.2
H 1.70336 4.46903 5.73891 0.0 -0.6 -0.3
H 0.41844 5.33007 4.94601 -0.2 -0.5 -0.5
C -2.83168 -4.23587 2.29049 -0.9 0.4 0.4
Cl -2.31371 -2.81980 3.24717 0.4 -0.3 -0.4
Cl -4.15257 -5.01074 3.27085 0.5 -0.2 -0.6
H -3.29422 -3.86303 1.37663 0.1 -0.2 0.2
H -2.02846 -4.93954 2.07189 -0.1 0.2 0.3
```
Forces are in eV/Å.

Output
- HOMO (spin up / spin down): 0.614 / -7.721 eV
- E_LUMO (spin up / spin down): 1.7291 / 1.8359 eV
- Orbital gap (spin up / spin down): 1.11 / 9.56 eV
- Multiplicity: 2
- Total charge: -1